# 1
{"formula": "C34H61Al2BBrCl2F3LiN2O10PS", "method": "wB97M-V/def2-TZVPD", "species": ["C", "C", "C", "C", "C", "C", "C", "C", "C", "C", "C", "C", "C", "C", "C", "C", "C", "C", "C", "Cl", "P", "N", "C", "C", "O", "O", "S", "O", "O", "H", "H", "H", "H", "H", "H", "H", "H", "H", "H", "H", "H", "H", "H", "H", "H", "H", "H", "H", "H", "H", "H", "H", "H", "H", "H", "H", "H", "H", "H", "H", "H", "H", "H", "H", "H", "H", "H", "H", "H", "H", "H", "H", "Al", "Br", "F", "C", "C", "C", "O", "H", "H", "H", "H", "H", "H", "H", "Li", "C", "C", "O", "C", "H", "H", "H", "H", "H", "H", "Cl", "B", "O", "C", "O", "C", "O", "O", "F", "F", "Al", "N", "C", "C", "C", "C", "C", "H", "H", "H", "H", "H"], "positions_angstrom": [[-0.3090, 3.2125, -0.8146], [-1.7431, 3.3268, -0.2047], [-2.8302, 3.3659, -1.3474], [-3.9830, 2.3097, -1.0202], [-3.7014, 0.9059, -1.7347], [-4.6499, -0.1841, -1.0885], [-4.4995, -1.7238, -1.5651], [-3.1373, -2.1658, -2.2506], [-2.8153, -3.7586, -2.1078], [-1.5499, -4.0643, -1.2164], [-1.4785, -3.4036, 0.1392], [-0.0387, -3.5853, 0.8236], [0.2934, -2.1344, 0.9009], [0.4120, -1.4386, 2.2588], [-0.9644, -1.5948, 2.8902], [-1.8483, -0.4032, 3.0441], [-1.0970, 0.8352, 3.5676], [-2.0348, 1.8588, 4.2686], [-3.1892, 2.5650, 3.4274], [-4.7943, 1.8657, 3.7810], [-2.3439, 0.0590, 1.3875], [-2.7784, -1.1617, 0.5031], [-3.0209, -0.7850, 4.0139], [-3.2799, -2.2858, 4.1690], [-3.7014, -2.9096, 2.9997], [-2.2961, -3.0227, 4.7801], [-0.8123, -2.4467, 4.5060], [-0.4804, -1.5195, 5.5655], [0.1485, -3.5179, 4.4437], [0.4596, 3.4275, -0.0597], [-0.1849, 3.9734, -1.5965], [-0.0998, 2.2121, -1.2286], [-1.9305, 2.5228, 0.4827], [-1.7007, 4.3305, 0.4143], [-2.3469, 3.0176, -2.2771], [-3.2409, 4.3709, -1.4709], [-3.9402, 2.1110, 0.0429], [-4.9885, 2.6615, -1.2656], [-2.6375, 0.6581, -1.5133], [-3.8345, 1.0792, -2.8199], [-5.6794, 0.1216, -1.3112], [-4.4823, -0.0826, -0.0159], [-5.2685, -1.9009, -2.3241], [-4.7060, -2.3464, -0.6896], [-2.2529, -1.6117, -1.8756], [-3.2867, -1.8855, -3.3100], [-3.7359, -4.2686, -1.8083], [-2.5939, -4.1356, -3.1153], [-0.6482, -3.8197, -1.7955], [-1.5192, -5.1471, -1.0341], [-1.6787, -2.3352, -0.0174], [-2.2943, -3.7611, 0.7856], [-0.1222, -4.0983, 1.7837], [0.5993, -4.1379, 0.1302], [1.2953, -1.9850, 0.4696], [-0.4028, -1.5556, 0.2827], [1.1211, -1.9774, 2.8945], [0.7738, -0.4415, 2.0081], [-1.5153, -2.3071, 2.2595], [-0.6846, 1.3094, 2.6613], [-0.2292, 0.6409, 4.2000], [-2.5448, 1.4909, 5.1614], [-1.3679, 2.6601, 4.6154], [-3.0719, 2.6359, 2.3078], [-3.2373, 3.6089, 3.7550], [-1.1678, 0.7269, 0.8117], [-3.4128, 0.9981, 1.4322], [-2.7286, -2.0100, 1.0678], [-2.8970, -0.3788, 5.0209], [-3.9518, -0.3781, 3.5974], [-4.2154, -2.3518, 4.9060], [-4.6129, -2.6074, 2.8758], [-1.2436, 0.2445, -2.6207], [-1.5908, 6.1735, 1.2776], [-5.1212, -3.0507, 5.6356], [4.3622, 1.0504, 4.6666], [2.9047, 0.5275, 4.8320], [2.9662, -1.0112, 5.0394], [2.2288, 0.7841, 3.7111], [4.8584, 0.5861, 3.7982], [4.3787, 2.1429, 4.5371], [4.9500, 0.8052, 5.5747], [2.5252, 0.9472, 5.7830], [3.4345, -1.5197, 4.1951], [1.9703, -1.4203, 5.1718], [3.5493, -1.2499, 5.9356], [-3.1962, 3.7784, 0.9413], [2.8612, 3.7257, -5.5889], [2.1414, 3.7752, -4.1761], [1.0994, 4.2774, -3.9731], [2.9232, 3.1010, -3.0763], [2.1575, 4.2735, -6.3491], [3.8225, 4.2335, -5.5389], [3.0000, 2.6828, -5.8772], [3.8939, 3.5754, -2.9338], [3.0671, 2.0408, -3.3124], [2.3487, 3.1893, -2.1583], [2.9240, 3.9517, -7.7543], [5.6128, -0.7622, -0.0397], [4.8233, -1.0681, -1.2783], [4.6088, 0.0523, -1.9053], [3.9898, 0.1790, -2.9439], [5.2420, 1.1899, -1.1320], [5.1905, 2.3474, -1.4731], [5.8150, 0.7213, -0.0585], [6.8289, -1.4149, -0.0708], [4.8845, -1.1319, 1.0921], [6.7799, 1.5031, 4.8778], [3.7517, -2.9076, -7.4110], [3.4895, -2.5944, -6.1417], [3.8274, -1.3824, -5.5575], [4.4808, -0.4430, -6.3381], [4.7662, -0.7483, -7.6597], [4.3794, -1.9891, -8.1443], [2.9810, -3.3636, -5.5707], [3.5888, -1.1788, -4.5235], [4.7661, 0.5158, -5.9183], [5.2772, -0.0427, -8.3013], [4.5784, -2.2718, -9.1719]], "gap_ev": 2.0, "total_charge": 2, "max_force_ev_per_a": 4.2}

=====

# 2
{"formula": "C34H61F7N5O14P2S", "method": "wB97M-V/def2-TZVPD", "species": ["C", "C", "C", "C", "C", "N", "C", "C", "C", "C", "C", "C", "C", "O", "C", "C", "N", "C", "S", "O", "O", "C", "F", "F", "C", "F", "F", "C", "F", "F", "F", "N", "N", "N", "C", "C", "O", "O", "C", "C", "O", "H", "H", "H", "H", "H", "H", "H", "H", "H", "H", "H", "H", "H", "H", "H", "H", "H", "H", "H", "H", "H", "H", "H", "H", "H", "H", "H", "H", "H", "H", "H", "O", "P", "O", "C", "C", "O", "C", "C", "O", "C", "C", "H", "H", "H", "H", "H", "H", "H", "H", "H", "H", "H", "H", "H", "H", "H", "O", "P", "O", "C", "C", "O", "C", "C", "O", "C", "C", "H", "H", "H", "H", "H", "H", "H", "H", "H", "H", "H", "H", "H", "H", "H"], "positions_angstrom": [[-7.5061, 2.4255, 5.7436], [-7.2361, 1.9512, 4.4315], [-6.8015, 1.6951, 2.8371], [-5.3512, 2.4026, 2.5480], [-4.2469, 1.4149, 1.8106], [-3.0672, 1.0493, 2.7385], [-3.0509, -0.3672, 3.2408], [-1.8714, -1.3261, 2.6231], [-1.2888, -2.4599, 3.6595], [-2.2763, -3.7562, 3.8847], [-2.7842, -3.7060, 5.4723], [-4.3393, -4.2731, 5.6560], [-5.4297, -3.1248, 5.1791], [-6.7158, -3.7521, 4.7823], [-6.5908, -4.0213, 3.3114], [-2.1736, 2.0519, 2.9695], [-2.2776, 3.4441, 2.3699], [-1.0920, 4.2395, 2.8698], [-0.7031, 6.0428, 2.4936], [0.6877, 6.0741, 1.7520], [-1.7088, 6.7313, 1.5411], [-0.4438, 6.8980, 4.1384], [1.0280, 7.0956, 4.4113], [-0.8970, 5.9325, 5.2084], [-1.3116, 8.2710, 4.3585], [-2.7506, 8.1595, 3.9507], [-1.3519, 8.4983, 5.8518], [-0.6419, 9.6268, 3.7202], [-1.7653, 10.4529, 3.1587], [-0.0776, 10.4419, 4.8596], [0.3914, 9.3892, 2.6864], [-0.3241, 3.2197, 3.7322], [0.8767, 3.6342, 4.3227], [-0.9467, 1.9534, 3.8234], [-0.3145, 0.8920, 4.6748], [0.9879, 0.1437, 3.9391], [1.4068, 0.6736, 2.7766], [1.6297, -1.0086, 4.6182], [1.9083, -0.6896, 6.0466], [0.8198, -0.9769, 7.2779], [3.1482, -0.1824, 6.2937], [-7.5113, 3.0186, 6.7762], [-6.8547, 0.5498, 2.6019], [-7.6229, 2.2173, 2.1479], [-5.5460, 3.2885, 1.7726], [-4.9229, 2.7717, 3.5746], [-3.7877, 1.9206, 0.8316], [-4.8404, 0.4791, 1.4353], [-4.0839, -0.8913, 2.9515], [-3.0654, -0.3297, 4.4339], [-2.3759, -1.9317, 1.7264], [-1.0054, -0.7002, 2.1456], [-0.2804, -2.8667, 3.1757], [-1.0066, -2.0584, 4.7223], [-3.1608, -3.7709, 3.1170], [-1.6013, -4.7363, 3.8110], [-2.7801, -2.6036, 5.9029], [-2.1177, -4.3521, 6.1885], [-4.4701, -5.2491, 5.0236], [-4.5894, -4.4908, 6.7998], [-5.6033, -2.3299, 6.0224], [-4.9934, -2.6285, 4.2068], [-5.6480, -4.6647, 3.0434], [-6.5919, -2.9829, 2.7593], [-7.5790, -4.5801, 3.0077], [1.6117, 2.8676, 4.2512], [1.3046, 4.4387, 3.8142], [-1.0376, 0.0854, 5.1162], [0.1638, 1.4473, 5.6174], [0.1197, -1.8758, 7.0044], [0.1350, 0.0003, 7.3146], [1.3266, -1.0588, 8.3317], [3.1478, -1.6493, -1.2335], [3.6200, -0.5376, -2.2024], [5.1642, -1.1198, -2.3422], [5.3661, -2.1815, -3.2598], [5.1722, -1.7308, -4.6965], [3.8830, 0.5106, -0.9322], [3.2051, 0.3531, 0.3110], [4.0490, -0.4772, 1.2764], [4.1475, 0.7044, -3.2850], [4.0874, 2.0777, -2.9154], [5.3372, 2.5299, -2.1603], [4.6923, -3.0103, -3.0195], [6.3924, -2.5373, -3.1267], [4.1312, -1.4396, -4.8787], [5.4262, -2.5319, -5.3927], [5.7949, -0.8573, -4.9178], [2.2051, -0.0787, 0.1693], [3.0493, 1.3478, 0.7377], [4.4291, -1.3919, 0.8234], [3.4662, -0.7438, 2.1676], [4.9218, 0.1006, 1.5918], [3.1722, 2.2784, -2.3507], [4.0197, 2.6590, -3.8410], [5.6415, 1.8504, -1.3543], [5.1795, 3.5243, -1.7254], [6.1965, 2.5802, -2.8370], [3.8816, -2.5488, -7.9098], [3.2237, -3.0037, -9.2356], [2.5480, -1.5291, -9.5702], [3.3913, -0.5619, -10.1729], [3.7759, -0.9518, -11.5888], [1.9337, -3.6668, -8.4121], [2.0518, -4.0693, -7.0506], [1.6157, -2.9382, -6.1211], [2.4885, -3.5120, -10.7168], [1.5551, -4.5862, -10.7449], [0.1260, -4.1197, -10.4682], [4.2835, -0.4141, -9.5558], [2.8406, 0.3836, -10.1939], [4.3943, -1.8569, -11.5917], [4.3423, -0.1535, -12.0714], [2.8852, -1.1678, -12.1886], [3.0693, -4.4146, -6.8224], [1.3964, -4.9309, -6.8964], [2.0744, -1.9837, -6.3757], [1.8623, -3.1781, -5.0787], [0.5347, -2.7951, -6.1984], [1.8680, -5.3783, -10.0581], [1.5846, -5.0140, -11.7526], [0.0343, -3.4543, -9.6006], [-0.5309, -4.9828, -10.3058], [-0.2605, -3.5451, -11.3164]], "gap_ev": 5.6, "total_charge": 1, "max_force_ev_per_a": 10.0}

=====

# 3
{"formula": "C34H61N3O22", "method": "wB97M-V/def2-TZVPD", "species": ["C", "O", "H", "H", "H", "H", "C", "C", "C", "O", "C", "O", "O", "H", "H", "H", "H", "H", "H", "C", "C", "C", "O", "C", "O", "O", "H", "H", "H", "H", "H", "H", "C", "C", "C", "O", "C", "O", "O", "H", "H", "H", "H", "H", "H", "C", "C", "C", "O", "C", "O", "O", "H", "H", "H", "H", "H", "H", "C", "C", "C", "O", "C", "O", "O", "H", "H", "H", "H", "H", "H", "C", "C", "C", "O", "C", "O", "O", "H", "H", "H", "H", "H", "H", "C", "O", "N", "C", "C", "H", "H", "H", "H", "H", "H", "H", "C", "O", "N", "C", "C", "H", "H", "H", "H", "H", "H", "H", "C", "O", "N", "C", "C", "H", "H", "H", "H", "H", "H", "H"], "positions_angstrom": [[-2.1666, -2.0690, -4.5475], [-2.0628, -1.5625, -5.8889], [-3.0601, -1.6638, -4.0843], [-2.2254, -3.1605, -4.5904], [-1.2428, -1.8323, -4.0164], [-1.2844, -1.9771, -6.2712], [1.0499, 6.5621, 1.4422], [0.1175, 6.0840, 0.2995], [0.6948, 4.9275, -0.5175], [0.3017, 3.7834, 0.2624], [-0.7211, 4.1311, 1.0798], [-1.2666, 3.3640, 1.8124], [-0.9707, 5.4508, 0.9612], [1.9535, 7.0956, 1.1541], [1.2839, 5.7811, 2.1686], [0.4595, 7.2502, 2.0545], [-0.2338, 6.8983, -0.3262], [1.7771, 4.9644, -0.6325], [0.3301, 4.8492, -1.5410], [2.7639, -3.7671, 4.4481], [2.8678, -3.7713, 2.9061], [3.1491, -2.3237, 2.3855], [4.2751, -2.5395, 1.5463], [4.7400, -3.8045, 1.6192], [5.6497, -4.2287, 0.9909], [3.9689, -4.5174, 2.4558], [3.4929, -3.0674, 4.8609], [2.9964, -4.7494, 4.8632], [1.7857, -3.4953, 4.8453], [1.9234, -4.1685, 2.5411], [3.2227, -1.5887, 3.1824], [2.3157, -2.0677, 1.7354], [4.6828, -2.1859, -4.2103], [3.7980, -2.0027, -2.9817], [4.5052, -1.3063, -1.7837], [4.1538, 0.0555, -1.8695], [3.1781, 0.2125, -2.7964], [2.6746, 1.2410, -3.1231], [2.8272, -0.9823, -3.3051], [5.3733, -2.9881, -3.9328], [5.2793, -1.3242, -4.5012], [4.0462, -2.4954, -5.0381], [3.2970, -2.8804, -2.5860], [5.5820, -1.4544, -1.7707], [4.0583, -1.8292, -0.9337], [-0.1991, 0.8671, -1.3849], [-0.1102, -0.4177, -0.5585], [-1.0570, -1.5157, -0.9761], [-0.2867, -2.7261, -0.9107], [0.9863, -2.3981, -0.5759], [1.8701, -3.1666, -0.3715], [1.1469, -1.0548, -0.5906], [-0.9435, 1.5302, -0.9693], [-0.3080, 0.5965, -2.4366], [0.7713, 1.3675, -1.3675], [-0.2593, -0.0288, 0.4540], [-1.5878, -1.2282, -1.8851], [-1.8468, -1.6609, -0.2343], [-5.4343, 1.3136, 1.2846], [-5.1220, 2.1762, 0.0782], [-3.6642, 2.5601, -0.1072], [-3.2181, 1.7745, -1.2047], [-4.2872, 1.2017, -1.7977], [-4.2184, 0.4885, -2.7477], [-5.4133, 1.3501, -1.0836], [-5.0605, 1.7215, 2.2269], [-4.9995, 0.3080, 1.2514], [-6.4983, 1.1035, 1.3999], [-5.8462, 2.9813, 0.2029], [-3.0462, 2.3234, 0.7553], [-3.6102, 3.6301, -0.3185], [-1.7915, -1.8087, 6.8154], [-1.6303, -0.8998, 5.6260], [-0.2173, -0.2631, 5.4324], [-0.0693, -0.3115, 4.0287], [-0.8716, -1.2470, 3.5127], [-0.8702, -1.5192, 2.3507], [-1.7109, -1.6987, 4.4464], [-2.7552, -2.3102, 6.8581], [-1.6757, -1.3085, 7.7823], [-0.9635, -2.5193, 6.8651], [-2.3326, -0.0659, 5.5459], [0.5449, -0.7679, 6.0296], [-0.2353, 0.7707, 5.7721], [0.6134, 4.9725, -4.7752], [1.2517, 5.2869, -3.7940], [-0.0710, 3.8106, -4.9280], [-0.8131, 3.4938, -6.1003], [-0.2073, 2.9173, -3.7951], [0.4471, 5.6025, -5.6663], [-1.8612, 3.2356, -5.9295], [-0.4412, 2.6715, -6.7236], [-0.7831, 4.3370, -6.7975], [0.5690, 3.0695, -3.0458], [-1.1549, 2.9804, -3.2571], [0.0383, 1.9060, -4.1225], [2.0917, 1.4742, 3.1329], [2.1655, 1.7951, 4.3108], [3.0497, 1.7888, 2.2426], [2.7981, 1.7724, 0.8006], [4.1666, 2.6465, 2.6112], [1.3017, 0.8584, 2.6794], [3.6922, 1.4298, 0.2825], [2.5614, 2.8011, 0.5272], [1.9756, 1.0952, 0.5831], [4.9509, 2.5149, 1.8627], [3.9304, 3.7118, 2.5493], [4.5963, 2.3807, 3.5711], [-5.3810, -5.7871, -0.2338], [-5.9064, -6.2437, 0.7700], [-4.0978, -5.3806, -0.2692], [-3.6131, -4.5742, -1.3744], [-3.1345, -5.8560, 0.6909], [-6.0201, -5.6446, -1.1138], [-2.9204, -3.7929, -1.0708], [-4.4026, -4.0602, -1.9266], [-3.1694, -5.1915, -2.1619], [-3.5535, -6.7061, 1.2315], [-2.2279, -6.1757, 0.1802], [-2.9614, -5.1350, 1.4945]], "gap_ev": 9.5, "smiles": "C[C@H]1COC(=O)O1.C[C@H]1COC(=O)O1.C[C@H]1COC(=O)O1.C[C@H]1COC(=O)O1.C[C@H]1COC(=O)O1.C[C@H]1COC(=O)O1.CN(C)C=O.CN(C)C=O.CN(C)C=O.CO", "max_force_ev_per_a": 2.5}